6 unconnected molecules or ions with the total composition C28H38FNO17, computed with ωB97M-V/def2-TZVPD.

XYZ file:
```
85
Properties=species:S:1:pos:R:3:lowdin_charge:R:1
O 5.36 -2.72 -1.77 -0.027
C 5.29 -1.38 -1.65 -0.135
O 5.55 -0.40 -2.71 -0.125
C 4.55 -0.48 -3.79 -0.166
C 3.52 0.83 -3.84 -0.054
C 3.05 1.09 -2.29 -0.222
O 3.95 1.89 -1.45 0.000
C 3.15 2.09 -0.21 -0.227
O 3.75 2.51 0.91 0.031
O 1.71 1.80 -0.48 -0.021
C 1.63 1.86 -1.98 -0.097
C 0.30 1.11 -2.56 -0.164
O -0.44 1.78 -3.47 0.006
N -0.22 -0.25 -2.13 0.109
C 0.26 -1.37 -3.03 -0.161
O 1.44 -1.99 -2.98 0.030
F -0.72 -1.88 -4.06 -0.014
H 4.98 -0.96 -0.58 0.149
H 3.93 -1.47 -3.70 0.125
H 5.13 -0.54 -4.82 0.143
H 2.58 0.60 -4.51 0.134
H 4.04 1.78 -4.29 0.133
H 2.88 0.05 -1.78 0.160
H 1.64 3.04 -2.17 0.199
H -0.06 -0.44 -1.12 0.118
O -1.94 -0.50 -0.27 0.079
C -1.92 -1.33 0.63 -0.428
O -0.93 -2.24 0.82 0.032
C -1.29 -3.11 1.89 -0.162
C -2.30 -2.35 2.70 -0.164
C -3.00 -1.52 1.65 -0.079
H -1.70 -4.03 1.47 0.133
H -0.40 -3.36 2.48 0.132
H -2.98 -3.00 3.27 0.124
H -1.79 -1.69 3.41 0.125
H -3.84 -2.06 1.20 0.142
H -3.34 -0.56 2.06 0.137
O -7.31 -1.18 -0.14 0.093
C -6.57 -0.44 -0.77 -0.461
O -5.49 0.20 -0.24 0.016
C -4.92 1.05 -1.23 -0.169
C -5.37 0.49 -2.55 -0.157
C -6.73 -0.08 -2.22 -0.085
H -5.28 2.07 -1.07 0.128
H -3.83 1.05 -1.14 0.113
H -5.39 1.23 -3.35 0.123
H -4.70 -0.32 -2.86 0.127
H -7.52 0.67 -2.32 0.124
H -6.95 -0.96 -2.82 0.137
O 4.45 -2.10 1.08 0.065
C 5.50 -2.09 1.70 -0.459
O 6.11 -0.96 2.16 0.033
C 7.36 -1.32 2.75 -0.168
C 7.24 -2.77 3.11 -0.158
C 6.32 -3.30 2.03 -0.078
H 8.16 -1.14 2.01 0.135
H 7.55 -0.69 3.63 0.074
H 8.20 -3.29 3.15 0.123
H 6.75 -2.87 4.09 0.121
H 6.87 -3.61 1.14 0.137
H 5.69 -4.11 2.41 0.132
O 7.99 -0.41 5.29 0.080
C 7.02 0.13 5.81 -0.434
O 5.76 -0.39 5.79 0.036
C 4.86 0.55 6.40 -0.162
C 5.73 1.42 7.27 -0.167
C 7.04 1.45 6.52 -0.078
H 4.37 1.12 5.61 0.135
H 4.11 0.01 6.98 0.130
H 5.31 2.41 7.45 0.123
H 5.88 0.93 8.25 0.124
H 7.06 2.25 5.77 0.141
H 7.89 1.52 7.19 0.133
O -8.51 1.40 -5.21 0.096
C -9.48 1.93 -4.69 -0.464
O -10.74 1.42 -4.71 0.031
C -11.64 2.36 -4.10 -0.171
C -10.77 3.22 -3.23 -0.170
C -9.46 3.26 -3.99 -0.090
H -12.13 2.93 -4.89 0.130
H -12.39 1.82 -3.52 0.130
H -11.19 4.22 -3.05 0.121
H -10.62 2.74 -2.26 0.124
H -9.44 4.06 -4.73 0.137
H -8.61 3.33 -3.31 0.127
```

Summary:
LUMO level   -0.65 eV
Structure (SMILES)   O=COCC[C@H]1OC(=O)O[C@@H]1C(=O)NC(=O)F.O=C1CCCO1.O=C1CCCO1.O=C1CCCO1.O=C1CCCO1.O=C1CCCO1
E_HOMO   -9.81 eV
Energy   -2523.2192 hartree

=====

A molecular structure, C28H38N2OPSbSe4Ti, computed with ωB97M-V/def2-TZVPD.

XYZ file:
```
76
Properties=species:S:1:pos:R:3:lowdin_charge:R:1
Ti 0.10 0.27 0.27 0.222
O 2.46 -0.12 0.77 -0.345
C 3.33 -1.14 0.31 -0.199
C 2.47 -2.20 -0.28 -0.255
C 2.99 -3.44 -0.60 -0.004
C 2.17 -4.39 -1.19 -0.046
C 0.85 -4.05 -1.45 -0.032
C 0.42 -2.79 -1.08 -0.103
N 1.20 -1.88 -0.50 0.054
H 2.97 0.70 0.90 -0.061
H 3.93 -1.54 1.12 0.140
H 3.99 -0.73 -0.46 0.074
H 4.04 -3.65 -0.39 0.124
H 2.56 -5.36 -1.45 0.113
H 0.17 -4.74 -1.92 0.111
H -0.59 -2.48 -1.28 0.064
C -2.00 1.12 3.19 -0.126
C -2.99 1.08 2.02 -0.496
C -4.28 1.80 2.42 -0.102
P -2.19 1.65 0.44 1.032
C -2.77 3.36 0.16 -0.506
C -1.89 4.06 -0.88 -0.157
C -4.28 3.51 -0.15 -0.113
C -2.86 0.57 -0.86 -0.328
C -3.55 0.91 -2.01 -0.027
C -3.81 -0.04 -3.00 -0.253
C -4.55 0.34 -4.26 -0.043
C -3.38 -1.35 -2.78 -0.018
C -2.66 -1.68 -1.65 -0.068
C -2.35 -0.71 -0.70 -0.391
N -1.48 -0.94 0.44 -0.127
C -1.81 -2.02 1.33 -0.181
C -0.85 -2.45 2.26 -0.194
C 0.46 -1.74 2.47 -0.036
C -1.09 -3.54 3.09 -0.014
C -2.28 -4.24 3.07 -0.270
C -2.52 -5.44 3.96 -0.050
C -3.26 -3.74 2.23 -0.019
C -3.09 -2.64 1.39 -0.172
C -4.35 -2.21 0.66 -0.038
H -2.49 0.73 4.09 0.088
H -1.66 2.14 3.40 0.072
H -1.12 0.51 3.01 0.024
H -3.24 0.04 1.84 0.076
H -4.12 2.87 2.60 0.078
H -4.65 1.37 3.36 0.084
H -5.08 1.69 1.69 0.066
H -2.56 3.83 1.12 0.107
H -1.86 3.52 -1.83 0.070
H -0.87 4.16 -0.55 -0.044
H -2.27 5.07 -1.08 0.089
H -4.41 3.99 -1.12 0.077
H -4.75 4.16 0.60 0.080
H -4.84 2.58 -0.17 0.052
H -3.89 1.92 -2.17 0.102
H -4.80 1.40 -4.27 0.076
H -5.47 -0.23 -4.37 0.082
H -3.94 0.14 -5.15 0.083
H -3.61 -2.12 -3.51 0.122
H -2.38 -2.72 -1.48 0.117
H 0.58 -0.80 1.95 -0.019
H 1.31 -2.35 2.16 0.092
H 0.58 -1.46 3.51 0.108
H -0.30 -3.84 3.78 0.124
H -1.61 -5.75 4.46 0.072
H -2.90 -6.29 3.39 0.078
H -3.26 -5.22 4.73 0.080
H -4.24 -4.21 2.24 0.121
H -5.20 -2.46 1.29 0.082
H -4.48 -2.72 -0.30 0.082
H -4.41 -1.14 0.45 0.068
Se 0.94 2.19 1.54 0.249
Sb 1.92 2.69 -0.84 -0.059
Se 0.40 0.89 -1.99 0.293
Se 4.23 2.03 -0.84 0.013
Se 1.49 4.88 -1.67 -0.043
```

Summary:
LUMO level   -0.92 eV
E_HOMO   -7.29 eV
Energy   -12311.4166 hartree

=====

A molecular structure, C28H38N4OP2Tc, computed with ωB97M-V/def2-TZVPD.

XYZ file:
```
74
Properties=species:S:1:pos:R:3:lowdin_charge:R:1
Tc 0.12 -0.47 4.87 1.553
C -1.11 1.43 4.78 -0.185
C -1.51 0.47 3.82 -0.243
C -1.18 0.68 2.36 -0.204
C 0.25 0.31 1.94 -0.199
C 1.15 -0.12 3.09 -0.309
C 1.58 0.81 4.09 -0.263
C 1.21 2.28 4.03 -0.156
C -0.24 2.60 4.47 -0.152
C 1.79 -1.62 5.35 -0.209
H -1.83 1.64 5.58 0.122
H -2.47 -0.03 4.00 0.132
H -1.39 1.72 2.07 0.111
H -1.88 0.06 1.77 0.111
H 0.19 -0.51 1.20 0.103
H 0.72 1.14 1.39 0.111
H 1.86 -0.91 2.82 0.116
H 2.58 0.65 4.51 0.110
H 1.42 2.70 3.04 0.124
H 1.88 2.82 4.71 0.123
H -0.18 3.21 5.39 0.124
H -0.72 3.28 3.73 0.139
H 1.91 -1.78 6.43 0.028
H 2.76 -1.29 4.95 0.020
H 1.61 -2.61 4.90 0.035
P 1.45 -1.07 -2.36 1.105
P -1.95 -0.71 -2.03 1.059
N 2.85 0.01 -2.51 -0.229
N 2.13 -2.37 -3.44 -0.257
N -2.12 1.05 -1.93 -0.265
N -3.61 -1.02 -2.63 -0.270
C 0.40 -0.26 -3.65 -0.393
C -1.07 -0.70 -3.67 -0.393
C 3.50 0.56 -1.40 -0.010
C 4.57 1.33 -1.83 0.019
C 4.59 1.26 -3.26 0.035
C 3.50 0.48 -3.65 0.006
C 2.23 -3.71 -3.05 -0.128
C 2.70 -4.47 -4.11 -0.058
C 2.92 -3.57 -5.21 -0.043
C 2.51 -2.31 -4.78 -0.147
C -1.84 1.73 -0.74 -0.161
C -1.90 3.09 -0.96 -0.081
C -2.24 3.28 -2.34 -0.064
C -2.32 2.01 -2.92 -0.152
C -4.42 -0.32 -3.53 -0.134
C -5.51 -1.10 -3.87 -0.068
C -5.38 -2.35 -3.17 -0.082
C -4.20 -2.28 -2.43 -0.161
H 0.82 -0.47 -4.64 0.066
H 0.49 0.83 -3.50 0.087
H -1.62 -0.06 -4.38 0.076
H -1.15 -1.73 -4.03 0.090
H 3.12 0.35 -0.41 0.120
H 5.26 1.89 -1.21 0.124
H 5.33 1.70 -3.92 0.131
H 3.15 0.26 -4.64 0.116
H 1.96 -3.99 -2.04 0.101
H 2.86 -5.54 -4.12 0.109
H 3.33 -3.81 -6.18 0.109
H 2.45 -1.40 -5.35 0.080
H -1.62 1.15 0.14 0.036
H -1.71 3.86 -0.23 0.094
H -2.42 4.21 -2.85 0.103
H -2.49 1.74 -3.94 0.095
H -4.18 0.68 -3.84 0.079
H -6.31 -0.83 -4.55 0.101
H -6.05 -3.19 -3.22 0.098
H -3.73 -2.99 -1.78 0.088
C -0.58 0.50 7.83 -0.094
O -0.20 -0.14 6.65 -0.383
H -1.40 1.20 7.66 0.085
H 0.29 1.04 8.21 0.106
H -0.90 -0.29 8.52 0.108
```

Summary:
LUMO level (alpha / beta)   -7.38 / -9.29 eV
Net charge   +2
Expectation value of S²   3.787
E_HOMO (alpha / beta)   -12.03 / -12.03 eV
Energy   -2146.6961 hartree
Multiplicity   4

=====

A molecular structure, C28H38N5O6SSn, computed with ωB97M-V/def2-TZVPD.

XYZ file:
```
79
Properties=species:S:1:pos:R:3:lowdin_charge:R:1
Sn -0.81 -1.18 -0.02 1.516
C 6.09 -0.21 -4.46 -0.002
C 5.03 -0.36 -3.43 -0.176
C 5.34 -0.74 -2.11 0.065
C 4.38 -0.81 -1.12 -0.070
C 4.90 -1.23 0.16 0.050
N 4.50 -1.09 1.38 0.125
C 3.41 -0.30 1.98 -0.130
C 3.76 1.18 2.00 -0.125
C 2.72 2.01 2.76 -0.103
N 1.47 2.13 2.00 0.116
C 0.78 3.20 1.91 0.056
C -0.49 3.30 1.23 -0.080
C -1.27 4.40 1.45 0.083
C -2.57 4.51 0.90 -0.160
C -3.43 5.69 1.19 0.000
C -3.04 3.46 0.08 0.071
C -2.31 2.34 -0.18 -0.057
C -2.87 1.35 -1.11 -0.052
N -2.50 0.14 -1.24 -0.043
C -3.13 -0.65 -2.30 -0.193
C -2.08 -1.25 -3.24 -0.169
C -1.00 -0.26 -3.69 -0.198
N 0.18 -0.32 -2.82 0.042
C 1.29 -0.24 -3.42 -0.087
C 2.65 -0.32 -2.85 -0.046
C 3.67 -0.19 -3.76 0.050
C 2.96 -0.58 -1.44 -0.264
O 2.09 -0.66 -0.57 0.000
C -0.97 2.21 0.38 -0.272
O -0.22 1.25 0.13 -0.071
H 7.08 -0.44 -4.07 0.095
H 6.10 0.82 -4.84 0.114
H 5.89 -0.85 -5.32 0.113
H 6.37 -0.97 -1.87 0.141
H 5.85 -1.76 0.09 0.162
H 5.12 -1.52 2.07 0.180
H 3.30 -0.68 3.00 0.145
H 2.49 -0.52 1.44 0.079
H 3.87 1.57 0.99 0.128
H 4.72 1.33 2.51 0.134
H 3.09 3.01 2.95 0.141
H 2.48 1.54 3.72 0.150
H 1.07 1.27 1.59 0.108
H 1.16 4.09 2.40 0.168
H -0.90 5.20 2.09 0.147
H -2.88 6.50 1.67 0.097
H -4.25 5.39 1.85 0.120
H -3.89 6.06 0.27 0.110
H -4.03 3.57 -0.36 0.147
H -3.67 1.73 -1.75 0.148
H -3.83 -0.03 -2.87 0.128
H -3.70 -1.45 -1.83 0.114
H -2.62 -1.62 -4.12 0.128
H -1.60 -2.12 -2.80 0.097
H -1.39 0.76 -3.66 0.129
H -0.72 -0.46 -4.73 0.121
H 1.31 -0.13 -4.51 0.131
H 3.43 0.02 -4.80 0.142
C -4.60 -3.30 0.53 -0.008
N -3.79 -4.29 1.22 -0.158
C -4.44 -5.51 1.71 -0.008
C -2.49 -4.11 1.35 -0.279
O -1.87 -3.12 0.91 -0.218
H -5.64 -3.46 0.79 0.103
H -4.49 -3.40 -0.55 0.097
H -4.30 -2.30 0.84 0.087
H -4.91 -6.04 0.88 0.106
H -5.21 -5.25 2.44 0.104
H -3.71 -6.16 2.18 0.096
H -1.96 -4.91 1.88 0.157
C -1.65 -1.20 4.05 -0.099
S -1.12 -0.13 2.77 0.444
O -1.09 1.22 3.26 -0.270
O -2.08 -0.32 1.63 -0.456
O 0.19 -0.62 2.27 -0.441
H -2.65 -0.89 4.36 0.090
H -0.96 -1.10 4.89 0.087
H -1.65 -2.22 3.67 0.068
```

Summary:
LUMO level (alpha / beta)   -10.30 / -10.38 eV
Net charge   +3
E_HOMO (alpha / beta)   -16.25 / -16.20 eV
Energy   -2426.5926 hartree

=====

> Which value of energy does entry 1 give?

-2523.2192 hartree

=====

What did the second record say?
A molecular structure, C28H38N2OPSbSe4Ti, computed with ωB97M-V/def2-TZVPD.

XYZ file:
```
76
Properties=species:S:1:pos:R:3:lowdin_charge:R:1
Ti 0.10 0.27 0.27 0.222
O 2.46 -0.12 0.77 -0.345
C 3.33 -1.14 0.31 -0.199
C 2.47 -2.20 -0.28 -0.255
C 2.99 -3.44 -0.60 -0.004
C 2.17 -4.39 -1.19 -0.046
C 0.85 -4.05 -1.45 -0.032
C 0.42 -2.79 -1.08 -0.103
N 1.20 -1.88 -0.50 0.054
H 2.97 0.70 0.90 -0.061
H 3.93 -1.54 1.12 0.140
H 3.99 -0.73 -0.46 0.074
H 4.04 -3.65 -0.39 0.124
H 2.56 -5.36 -1.45 0.113
H 0.17 -4.74 -1.92 0.111
H -0.59 -2.48 -1.28 0.064
C -2.00 1.12 3.19 -0.126
C -2.99 1.08 2.02 -0.496
C -4.28 1.80 2.42 -0.102
P -2.19 1.65 0.44 1.032
C -2.77 3.36 0.16 -0.506
C -1.89 4.06 -0.88 -0.157
C -4.28 3.51 -0.15 -0.113
C -2.86 0.57 -0.86 -0.328
C -3.55 0.91 -2.01 -0.027
C -3.81 -0.04 -3.00 -0.253
C -4.55 0.34 -4.26 -0.043
C -3.38 -1.35 -2.78 -0.018
C -2.66 -1.68 -1.65 -0.068
C -2.35 -0.71 -0.70 -0.391
N -1.48 -0.94 0.44 -0.127
C -1.81 -2.02 1.33 -0.181
C -0.85 -2.45 2.26 -0.194
C 0.46 -1.74 2.47 -0.036
C -1.09 -3.54 3.09 -0.014
C -2.28 -4.24 3.07 -0.270
C -2.52 -5.44 3.96 -0.050
C -3.26 -3.74 2.23 -0.019
C -3.09 -2.64 1.39 -0.172
C -4.35 -2.21 0.66 -0.038
H -2.49 0.73 4.09 0.088
H -1.66 2.14 3.40 0.072
H -1.12 0.51 3.01 0.024
H -3.24 0.04 1.84 0.076
H -4.12 2.87 2.60 0.078
H -4.65 1.37 3.36 0.084
H -5.08 1.69 1.69 0.066
H -2.56 3.83 1.12 0.107
H -1.86 3.52 -1.83 0.070
H -0.87 4.16 -0.55 -0.044
H -2.27 5.07 -1.08 0.089
H -4.41 3.99 -1.12 0.077
H -4.75 4.16 0.60 0.080
H -4.84 2.58 -0.17 0.052
H -3.89 1.92 -2.17 0.102
H -4.80 1.40 -4.27 0.076
H -5.47 -0.23 -4.37 0.082
H -3.94 0.14 -5.15 0.083
H -3.61 -2.12 -3.51 0.122
H -2.38 -2.72 -1.48 0.117
H 0.58 -0.80 1.95 -0.019
H 1.31 -2.35 2.16 0.092
H 0.58 -1.46 3.51 0.108
H -0.30 -3.84 3.78 0.124
H -1.61 -5.75 4.46 0.072
H -2.90 -6.29 3.39 0.078
H -3.26 -5.22 4.73 0.080
H -4.24 -4.21 2.24 0.121
H -5.20 -2.46 1.29 0.082
H -4.48 -2.72 -0.30 0.082
H -4.41 -1.14 0.45 0.068
Se 0.94 2.19 1.54 0.249
Sb 1.92 2.69 -0.84 -0.059
Se 0.40 0.89 -1.99 0.293
Se 4.23 2.03 -0.84 0.013
Se 1.49 4.88 -1.67 -0.043
```

Summary:
LUMO level   -0.92 eV
E_HOMO   -7.29 eV
Energy   -12311.4166 hartree